# 1
A 4-piece molecular cluster, C29H28F5O6P overall, computed with ωB97M-V/def2-TZVPD.

Positions of all 69 atoms, in Å:
O1 5.387 4.301 2.356
C1 4.913 3.271 2.688
C2 4.177 3.162 3.985
C3 3.869 1.973 4.437
P1 3.019 1.884 6.052
O2 3.797 1.054 6.936
O3 3.012 3.385 6.689
O4 1.489 1.406 5.911
C4 4.245 0.730 3.656
O5 4.137 -0.319 4.196
C5 4.769 0.838 2.267
C6 4.993 -0.354 1.390
C7 3.766 -1.291 1.288
C8 4.151 -2.430 0.317
C9 3.243 -3.635 0.380
F1 1.945 -3.351 0.242
F2 3.573 -4.421 -0.681
C10 3.476 -4.545 1.613
F3 4.749 -4.856 1.722
F4 2.853 -5.683 1.398
F5 3.075 -4.003 2.728
C11 5.074 2.041 1.831
O6 5.583 2.282 0.590
H1 3.944 4.080 4.509
H2 2.328 3.886 6.210
H3 1.061 1.860 5.166
H4 5.829 -0.958 1.767
H5 5.284 -0.070 0.380
H6 3.461 -1.659 2.266
H7 2.953 -0.718 0.832
H8 4.268 -2.041 -0.695
H9 5.143 -2.782 0.621
H10 4.817 2.436 0.017
C12 -1.440 -4.952 -3.607
C13 -2.615 -4.217 -3.526
C14 -2.822 -3.353 -2.459
C15 -1.849 -3.218 -1.478
C16 -0.672 -3.950 -1.560
C17 -0.469 -4.820 -2.623
H11 -1.281 -5.629 -4.437
H12 -3.371 -4.318 -4.294
H13 -3.741 -2.784 -2.391
H14 -2.008 -2.540 -0.648
H15 0.086 -3.843 -0.797
H16 0.446 -5.395 -2.684
C18 -6.784 1.234 -1.750
C19 -7.721 0.244 -2.011
C20 -7.462 -1.071 -1.646
C21 -6.270 -1.393 -1.012
C22 -5.334 -0.402 -0.748
C23 -5.589 0.911 -1.120
H17 -6.984 2.259 -2.037
H18 -8.653 0.496 -2.500
H19 -8.190 -1.844 -1.856
H20 -6.070 -2.418 -0.724
H21 -4.405 -0.653 -0.252
H22 -4.857 1.683 -0.918
C24 -1.679 5.641 -2.964
C25 -1.474 4.634 -3.898
C26 -2.319 3.533 -3.930
C27 -3.375 3.443 -3.034
C28 -3.583 4.452 -2.103
C29 -2.733 5.549 -2.065
H23 -1.018 6.498 -2.938
H24 -0.653 4.707 -4.601
H25 -2.155 2.744 -4.653
H26 -4.038 2.587 -3.062
H27 -4.409 4.383 -1.405
H28 -2.892 6.333 -1.336

Results
- gap between HOMO and LUMO (eV) = 7.75
- highest occupied orbital energy (eV) = -9.36
- structure (SMILES) = O=C1C=C(P(=O)(O)O)C(=O)C(CCCC(F)(F)C(F)(F)F)=C1O.c1ccccc1.c1ccccc1.c1ccccc1


# 2
C12H18O6Tl as an isolated structure, computed with ωB97M-V/def2-TZVPD.

Positions of all 37 atoms, in Å:
Tl1 -2.171 -0.281 -1.213
O1 3.307 0.080 0.813
C1 4.371 0.545 1.341
O2 5.408 -0.249 1.840
C2 6.439 0.521 2.235
C3 6.212 1.890 1.562
C4 4.745 2.027 1.518
H1 7.302 -0.024 1.853
H2 6.495 0.526 3.323
H3 6.759 1.949 0.621
H4 6.468 2.677 2.272
H5 4.370 2.723 0.769
H6 4.257 2.264 2.464
O3 1.502 -3.726 -3.842
C5 2.321 -4.596 -3.575
O4 1.938 -5.866 -3.348
C6 3.022 -6.902 -3.454
C7 4.241 -6.024 -3.128
C8 3.785 -4.605 -3.588
H7 2.989 -7.288 -4.472
H8 2.970 -7.672 -2.684
H9 5.052 -6.260 -3.817
H10 4.502 -6.261 -2.097
H11 4.051 -4.350 -4.614
H12 4.124 -3.798 -2.938
O5 -6.764 3.216 0.553
C9 -7.617 3.877 1.133
O6 -7.174 4.920 1.982
C10 -8.394 5.398 2.610
C11 -9.531 4.484 2.261
C12 -9.055 3.560 1.214
H13 -8.506 6.383 2.156
H14 -8.313 5.461 3.695
H15 -10.309 5.118 1.835
H16 -10.046 4.003 3.093
H17 -9.493 3.779 0.241
H18 -9.259 2.503 1.388

Results
- gap between HOMO and LUMO (eV) = 1.11
- highest occupied orbital energy (eV) = -16.81
- total charge = +3


# 3
C26H48ClIrO3PS as an isolated structure, computed with ωB97M-V/def2-TZVPD.

Positions of all 81 atoms, in Å:
Ir1 0.593 0.179 0.136
P1 0.170 0.522 -2.105
Cl1 1.166 2.538 0.239
C1 -1.679 -0.220 -0.546
H1 -2.862 -0.335 -0.796
H2 -1.800 0.749 0.000
C2 1.989 0.750 -2.509
C3 -0.752 2.161 -2.415
C4 2.429 0.864 -3.964
H3 2.163 1.711 -1.995
C5 3.904 1.269 -4.024
H4 2.304 -0.110 -4.459
H5 1.822 1.597 -4.513
C6 4.823 0.344 -3.205
H6 4.232 1.273 -5.069
H7 4.009 2.295 -3.648
C7 4.294 0.078 -1.793
H8 4.933 -0.612 -3.737
H9 5.826 0.784 -3.138
C8 2.824 -0.328 -1.814
H10 4.882 -0.709 -1.303
H11 4.399 0.986 -1.181
H12 2.699 -1.289 -2.338
H13 2.482 -0.483 -0.771
C9 -0.552 -0.569 -3.491
C10 -2.237 2.015 -2.756
H14 -0.684 2.623 -1.416
C11 -2.950 3.366 -2.651
H15 -2.362 1.646 -3.784
H16 -2.690 1.275 -2.089
C12 -2.305 4.406 -3.574
H17 -4.010 3.245 -2.920
H18 -2.919 3.726 -1.616
C13 -0.777 4.471 -3.432
H19 -2.565 4.178 -4.615
H20 -2.726 5.401 -3.360
C14 -0.084 3.102 -3.410
H21 -0.366 5.070 -4.257
H22 -0.530 4.999 -2.503
H23 -0.131 2.663 -4.417
H24 0.979 3.242 -3.167
C15 0.152 -1.923 -3.634
H25 -1.590 -0.711 -3.144
C16 -0.586 -2.849 -4.606
H26 1.173 -1.756 -4.005
H27 0.252 -2.439 -2.671
C17 -0.823 -2.219 -5.985
H28 -0.013 -3.779 -4.726
H29 -1.554 -3.122 -4.167
C18 -1.392 -0.799 -5.881
H30 0.121 -2.194 -6.547
H31 -1.511 -2.852 -6.562
C19 -0.617 0.076 -4.891
H32 -1.388 -0.323 -6.871
H33 -2.442 -0.855 -5.562
H34 0.401 0.233 -5.273
H35 -1.083 1.065 -4.869
C20 -0.025 -1.788 -0.092
C21 -1.704 -1.725 -0.442
H36 0.509 -2.068 -1.039
C22 -2.492 -2.335 0.622
H37 -1.999 -1.874 -1.508
C23 -1.781 -2.632 1.952
H38 -3.418 -1.805 0.912
H39 -2.809 -3.279 0.214
C24 -0.536 -3.516 1.791
H40 -1.451 -1.712 2.457
H41 -2.442 -3.182 2.644
C25 0.426 -2.940 0.782
H42 0.004 -3.612 2.755
H43 -0.860 -4.546 1.536
H44 1.356 -2.760 1.328
H45 0.713 -3.759 0.117
C26 1.956 1.385 3.421
S1 1.458 -0.197 2.777
O1 2.277 -0.445 1.559
O2 1.475 -1.245 3.803
O3 0.053 0.095 2.181
H46 2.592 1.147 4.282
H47 1.014 1.875 3.689
H48 2.482 1.938 2.630

Results
- gap between HOMO and LUMO (spin up / spin down) (eV) = 3.21 / 6.71
- <S²> = 6.013
- highest occupied orbital energy (spin up / spin down) (eV) = -0.45 / -4.38
- total charge = -1
- spin multiplicity = 5


# 4
A 2-piece molecular cluster, C8H14N3O2 overall, computed with ωB97M-V/def2-TZVPD.

Positions of all 27 atoms, in Å:
C1 3.044 -1.285 0.153
C2 1.226 2.270 -0.364
C3 -0.478 0.408 -1.780
C4 -2.322 -0.604 -0.921
C5 -0.429 0.534 -0.298
C6 -1.455 -0.349 0.320
C7 -2.141 0.270 1.533
C8 -0.691 -1.669 0.575
N1 3.430 -2.276 -0.373
N2 0.614 1.163 0.293
N3 2.343 2.719 0.097
O1 2.362 -0.507 0.720
O2 -1.363 -0.689 -2.003
H1 -1.062 1.265 -2.071
H2 0.430 0.374 -2.338
H3 -2.776 -1.554 -0.770
H4 -2.949 0.277 -1.125
H5 -1.577 0.215 2.480
H6 -3.112 -0.258 1.630
H7 -2.387 1.346 1.434
H8 -0.019 -1.748 -0.141
H9 -1.234 -2.610 0.471
H10 -0.220 -1.805 1.538
H11 4.274 -2.701 -0.716
H12 0.726 1.272 1.340
H13 2.665 3.512 -0.445
H14 3.099 2.431 0.760

Results
- gap between HOMO and LUMO (spin up / spin down) (eV) = 8.34 / 8.34
- highest occupied orbital energy (spin up / spin down) (eV) = -12.89 / -12.89
- total charge = +1


# 5
C8H23ClInOP2 as an isolated structure, computed with ωB97M-V/def2-TZVPD.

Positions of all 36 atoms, in Å:
In1 0.046 -0.093 -0.565
H1 -1.268 -0.762 1.500
H2 -1.279 0.029 1.449
P1 -0.151 -2.616 -0.398
P2 -0.159 2.344 -0.377
C1 1.388 3.209 0.007
H3 1.300 4.268 -0.254
H4 1.633 3.148 1.077
H5 2.227 2.770 -0.548
C2 -0.442 2.655 -2.147
H6 -1.381 2.175 -2.464
H7 -0.500 3.726 -2.354
H8 0.363 2.207 -2.746
C3 -1.486 3.201 0.465
H9 -1.345 3.141 1.552
H10 -1.533 4.251 0.170
H11 -2.445 2.714 0.248
C4 -0.265 -2.945 -2.196
H12 -0.342 -4.017 -2.408
H13 -1.147 -2.423 -2.603
H14 0.616 -2.523 -2.701
C5 1.318 -3.528 0.169
H15 1.421 -3.435 1.262
H16 1.251 -4.593 -0.086
H17 2.230 -3.118 -0.288
C6 -1.585 -3.426 0.344
H18 -2.512 -2.930 0.016
H19 -1.641 -4.484 0.068
H20 -1.539 -3.344 1.441
C7 2.170 -0.236 0.907
O1 3.065 -0.151 1.616
H21 0.956 -0.113 -2.074
Cl1 -0.983 1.688 3.624
C8 0.356 1.119 2.775
H22 0.970 1.979 2.520
H23 0.695 0.111 3.000

Results
- gap between HOMO and LUMO (spin up / spin down) (eV) = 4.45 / 4.23
- highest occupied orbital energy (spin up / spin down) (eV) = -8.69 / -8.48
- total charge = +1


Table of F_max (eV/Å), in record order: 2.36, 6.44, 6.55, 4.86, 2.79